Entry 1:
Computed, not measured: a 4-piece molecular cluster, C7H15Br6NO2 overall in a non-equilibrium geometry, with ωB97M-V/def2-TZVPD.

Geometry as XYZ:
```
31
Properties=species:S:1:pos:R:3:mulliken_charge:R:1
Br 1.651 -2.726 -1.633 -0.143
Br -1.297 -0.711 -5.417 -0.150
Br 1.735 -0.032 1.908 -0.149
Br 2.336 3.510 4.922 -0.168
Br 1.468 1.529 -2.370 -0.136
Br -2.665 -3.098 0.457 -0.174
O -2.183 2.394 2.013 -0.553
O -3.553 1.742 0.443 -0.545
N -2.528 1.648 1.068 0.933
C -0.917 -3.508 -0.460 -0.648
C 2.305 1.620 4.274 -0.500
C -0.660 0.072 -3.696 -0.377
C 0.178 -2.324 -0.340 -0.073
C -1.461 0.721 0.540 -0.444
C 0.835 0.307 -3.761 -0.540
C 1.573 1.709 2.918 -0.679
H -0.459 1.150 0.546 0.029
H -0.958 -0.496 -2.814 0.086
H 0.597 -2.325 0.667 0.349
H 3.351 1.350 4.129 0.354
H 2.110 2.361 2.230 0.389
H 0.530 2.027 2.924 0.455
H -1.234 -3.756 -1.473 0.419
H 1.833 1.033 5.062 0.377
H 1.456 -0.586 -3.701 0.277
H -1.484 -0.193 1.133 0.294
H 1.158 0.738 -4.709 0.429
H -0.539 -4.409 0.023 0.423
H -1.178 1.030 -3.644 0.387
H -0.320 -1.429 -0.712 -0.176
H -1.677 0.653 -0.527 0.253
```

Gap between HOMO and LUMO   10.6 eV
ΔE to the lowest compared entry with this formula, charge and spin   77.3 kJ/mol
Max |F|   0.0582 Eh/bohr
Charge   0

=====

Entry 2:
Computed, not measured: a 2-piece molecular cluster, C7H15BrOSi overall in a non-equilibrium geometry, with ωB97M-V/def2-TZVPD.

Geometry as XYZ:
```
25
Properties=species:S:1:pos:R:3:mulliken_charge:R:1
Br 3.618 0.029 -0.714 -0.110
Si -0.778 -0.257 -0.661 0.311
O 1.477 -1.922 -0.351 -0.492
C -1.643 1.159 0.493 -1.354
C 2.152 0.843 0.005 0.047
C -2.130 -1.598 -0.499 -1.316
C 0.639 -0.842 1.748 -1.108
C -0.234 0.617 -2.303 -0.970
C 1.851 1.986 0.590 -0.427
C 0.795 -0.841 0.219 0.534
H -2.176 -1.830 0.553 0.355
H 1.528 -1.418 2.171 0.382
H -1.708 -2.590 -0.785 0.351
H -1.286 1.017 1.485 0.454
H -2.546 0.643 0.672 0.407
H 0.642 0.271 2.037 0.228
H 0.485 1.424 -1.972 0.290
H 2.202 -2.244 0.298 0.381
H -0.311 -1.279 2.086 0.241
H -1.722 2.164 0.133 0.328
H 0.828 2.153 0.937 0.096
H 0.199 -0.108 -2.965 0.346
H -3.099 -1.546 -0.868 0.415
H -1.099 1.220 -2.756 0.297
H 2.315 2.952 0.447 0.314
```

Gap between HOMO and LUMO   9.1 eV
ΔE to the lowest compared entry with this formula, charge and spin   0.1 kJ/mol
Max |F|   0.0834 Eh/bohr
Charge   0

=====

Entry 3:
Computed, not measured: a 2-piece molecular cluster, C7H15Cl2FN overall, with ωB97M-V/def2-TZVPD.

Geometry as XYZ:
```
26
Properties=species:S:1:pos:R:3:mulliken_charge:R:1
Cl 2.327 -4.327 -3.339 -0.226
Cl -0.261 -2.639 -1.826 -0.191
F 1.087 -0.411 0.313 -0.297
N -3.270 2.226 1.253 -0.768
C -3.049 0.772 1.168 -0.651
C -1.641 0.288 0.737 0.100
C 1.940 1.659 1.206 -1.222
C 0.752 0.706 1.197 1.100
C 2.127 -2.554 -3.154 -0.428
C 1.450 -2.167 -1.867 -0.364
C -0.522 1.326 0.797 -1.431
H 2.565 1.454 0.336 0.213
H -3.316 0.355 2.144 0.296
H -2.721 2.582 2.030 0.303
H 1.561 -2.209 -4.015 0.329
H -2.807 2.634 0.443 0.364
H -1.714 -0.108 -0.282 0.058
H -3.793 0.381 0.465 0.310
H -0.717 2.078 1.577 -0.345
H 0.734 0.152 2.170 0.171
H 1.574 2.683 1.120 0.354
H 2.561 1.551 2.102 0.299
H -1.399 -0.607 1.354 0.205
H 1.469 -1.086 -1.747 0.207
H 3.128 -2.127 -3.179 0.320
H 1.934 -2.610 -1.002 0.293
```

Gap between HOMO and LUMO   4.6 eV
Max |F|   0.0078 Eh/bohr
Charge   -1

=====

Entry 4:
Computed, not measured: a 2-piece molecular cluster, C7H15Cl2N2OP overall in a non-equilibrium geometry, with ωB97M-V/def2-TZVPD.

Geometry as XYZ:
```
28
Properties=species:S:1:pos:R:3:mulliken_charge:R:1
Cl -2.495 1.263 -0.598 -0.229
Cl -2.081 4.102 -0.817 -0.178
P -0.662 -0.658 0.640 0.448
O -1.699 -0.772 1.693 -0.599
N -0.819 -1.525 -0.852 0.114
N 0.878 -1.278 1.054 0.230
C 0.853 3.452 0.591 -1.210
C -1.314 2.654 -0.313 0.495
C 1.317 -0.636 2.279 -1.053
C 1.950 -1.628 0.181 -1.144
C -0.204 2.377 0.282 -0.079
C -0.225 -1.052 -2.031 -0.725
C -2.175 -1.934 -1.088 -1.097
H 1.551 -1.423 3.037 0.332
H -2.485 -2.305 -0.169 0.437
H -0.838 -0.079 -2.343 0.286
H 0.807 -0.612 -1.863 0.173
H 0.409 -0.099 2.567 0.386
H -1.983 -2.916 -1.722 0.340
H -0.185 -1.716 -2.895 0.330
H 1.731 -2.479 -0.437 0.312
H 1.719 3.008 1.084 0.265
H 2.127 0.156 2.247 0.299
H 2.820 -2.014 0.735 0.373
H -2.735 -1.139 -1.646 0.362
H 1.152 3.915 -0.376 0.299
H 2.096 -0.855 -0.475 0.463
H 0.491 4.191 1.235 0.371
```

Gap between HOMO and LUMO (spin up / spin down)   7.5 / 6.5 eV
ΔE to the lowest compared entry with this formula, charge and spin   425.9 kJ/mol
Max |F|   0.0969 Eh/bohr
Charge   0

=====

Entry 5:
Computed, not measured: an isolated ion of composition C7H15ClN and charge +1 in a non-equilibrium geometry, with ωB97M-V/def2-TZVPD.

Geometry as XYZ:
```
24
Properties=species:S:1:pos:R:3:mulliken_charge:R:1
Cl 2.185 1.688 0.677 -0.121
N -0.481 -0.303 0.655 -0.005
C -1.001 0.966 0.063 0.497
C -1.104 2.173 0.914 -1.251
C 0.861 -0.718 -0.014 0.744
C 1.432 0.604 -0.430 -0.403
C 0.581 -1.684 -1.201 -1.267
C -1.986 0.675 -1.005 -1.464
C 1.697 -1.579 0.911 -1.766
H -1.351 3.128 0.307 0.405
H 2.609 -1.774 0.480 0.438
H -0.166 2.480 1.325 0.290
H -0.143 -0.222 1.655 0.461
H 1.757 -1.150 1.862 0.517
H -2.013 2.283 1.711 0.301
H -1.266 -0.950 0.566 0.393
H 0.387 -2.805 -0.858 0.337
H 1.933 0.568 -1.373 0.447
H 1.565 -1.584 -1.718 0.389
H -2.454 -0.295 -0.780 0.339
H -0.183 -1.276 -1.828 0.418
H 1.101 -2.482 1.109 0.469
H -2.432 1.595 -1.081 0.467
H -1.526 0.660 -1.946 0.365
```

Gap between HOMO and LUMO (spin up / spin down)   8.4 / 8.2 eV
ΔE to the lowest compared entry with this formula, charge and spin   466.1 kJ/mol
Max |F|   0.0677 Eh/bohr
Charge   +1

=====

Entry 6:
Computed, not measured: the molecule C7H15ClN3O2P in a non-equilibrium geometry, with ωB97M-V/def2-TZVPD.

Geometry as XYZ:
```
29
Properties=species:S:1:pos:R:3:mulliken_charge:R:1
Cl 5.200 -0.225 -0.552 -0.223
P 0.298 0.654 0.981 0.665
O -0.430 2.076 0.741 -0.376
O 1.139 0.680 2.223 -0.724
N -1.915 -0.583 0.669 -0.202
N -1.715 -1.864 0.598 -0.102
N 1.214 0.470 -0.394 -0.026
C -1.306 2.422 -0.300 -0.542
C -2.240 0.066 -0.596 -0.643
C 3.634 0.621 -0.353 -0.354
C -2.538 1.560 -0.343 -0.514
C -0.530 -2.423 0.064 -0.295
C -0.986 -2.630 1.466 -0.120
C 2.445 -0.286 -0.535 -0.732
H -1.501 -0.186 -1.340 0.355
H -3.263 1.828 -1.096 0.410
H -0.446 -3.265 -0.742 0.193
H -0.468 -2.174 2.387 0.236
H 0.770 1.012 -1.012 0.100
H 2.504 -0.961 -1.497 0.368
H -1.484 -3.650 1.666 0.215
H -3.016 1.549 0.614 0.293
H 0.220 -1.603 -0.249 -0.065
H -3.169 -0.391 -0.956 0.548
H 2.598 -1.049 0.244 0.312
H 3.590 0.972 0.689 0.314
H 3.704 1.424 -1.140 0.302
H -0.713 2.467 -1.179 0.339
H -1.594 3.489 -0.057 0.269
```

Gap between HOMO and LUMO (spin up / spin down)   7.7 / 7.7 eV
ΔE to the lowest compared entry with this formula, charge and spin   235.1 kJ/mol
Max |F|   0.0910 Eh/bohr
Charge   0

=====

Entry 7:
Computed, not measured: C7H15F3N2O6RbS as an isolated structure in a non-equilibrium geometry, with ωB97M-V/def2-TZVPD.

Geometry as XYZ:
```
35
Properties=species:S:1:pos:R:3:mulliken_charge:R:1
Rb -3.459 1.991 -15.193 0.863
S -5.708 5.080 -16.418 1.086
F -5.533 7.334 -15.147 -0.218
F -6.618 7.545 -17.104 -0.222
F -4.533 7.517 -17.000 -0.248
O -2.427 0.195 -16.955 -0.971
O -7.042 4.821 -15.886 -0.671
O -4.636 4.580 -15.586 -0.568
O -3.609 3.645 -12.879 -0.574
O 0.052 1.891 -17.161 -0.523
O -5.467 4.687 -17.830 -0.675
N 1.412 2.140 -15.305 0.119
N -4.487 4.450 -10.980 0.085
C 2.760 2.395 -14.861 -0.825
C -5.612 7.015 -16.394 0.574
C 1.138 2.188 -16.638 0.101
C -4.017 3.366 -10.046 -0.951
C -4.285 4.473 -12.289 0.489
C -5.248 5.469 -10.227 -0.946
C 0.357 1.673 -14.346 -0.567
H 3.384 2.759 -15.677 0.266
H -4.520 5.945 -9.571 0.339
H -2.699 -0.645 -16.535 0.080
H 2.715 3.063 -14.002 0.274
H -0.676 1.678 -14.694 -0.096
H 0.552 0.613 -14.180 0.338
H 1.967 2.559 -17.260 0.242
H 3.194 1.480 -14.458 0.313
H -4.782 5.283 -12.845 0.057
H -6.101 5.022 -9.715 0.297
H -3.331 3.714 -9.274 0.330
H 0.547 2.195 -13.408 0.319
H -3.398 2.670 -10.611 0.275
H -4.744 2.776 -9.488 0.319
H -5.575 6.265 -10.896 0.291
```

Gap between HOMO and LUMO   5.3 eV
Max |F|   0.0793 Eh/bohr
Charge   -1

=====

Entry 8:
Computed, not measured: an isolated ion of composition C7H15FNOS and charge +1, with ωB97M-V/def2-TZVPD.

Geometry as XYZ:
```
26
Properties=species:S:1:pos:R:3:mulliken_charge:R:1
S 1.222 -2.658 -0.620 -0.123
F -2.260 1.049 -2.588 -0.293
O -0.408 -1.207 2.176 -0.468
N 1.493 -0.360 0.610 -0.307
C -0.151 0.154 2.439 -0.337
C -0.426 1.168 -1.095 -0.021
C 0.371 -1.106 -0.139 0.598
C -1.097 1.774 -2.316 -0.628
C -0.800 -1.361 0.835 -0.808
C -0.044 -0.290 -1.360 -1.278
C 1.167 0.559 1.777 -0.605
H 1.154 1.582 1.408 0.259
H -0.898 -0.811 -1.802 0.487
H -0.981 0.770 2.077 0.286
H 0.454 1.782 -0.869 0.285
H -0.070 0.283 3.515 0.357
H -1.382 2.812 -2.137 0.346
H 0.756 -0.332 -2.105 0.434
H 2.140 -1.068 0.960 0.492
H 2.007 0.178 -0.089 0.364
H -1.627 -0.677 0.609 0.437
H -1.115 1.254 -0.251 0.130
H -0.455 1.723 -3.199 0.318
H -1.156 -2.382 0.712 0.395
H 1.996 0.448 2.471 0.465
H 0.110 -3.287 -1.018 0.215
```

Gap between HOMO and LUMO   10.4 eV
ΔE to the lowest compared entry with this formula, charge and spin   0.0 kJ/mol
Max |F|   0.0067 Eh/bohr
Charge   +1

=====

Entry 9:
Computed, not measured: a 2-piece molecular cluster, C7H15IN2 overall, with ωB97M-V/def2-TZVPD.

Geometry as XYZ:
```
25
Properties=species:S:1:pos:R:3:mulliken_charge:R:1
I -2.104 0.833 0.370 0.220
N 0.987 1.678 1.911 -0.310
N -3.393 -2.483 0.358 -0.122
C 0.533 0.019 -1.075 0.631
C 2.232 1.540 -0.272 -0.986
C -0.086 -1.030 -1.908 -1.414
C -0.054 0.858 -0.215 -0.499
C 0.887 1.850 0.408 0.198
C 2.006 0.276 -1.126 -0.594
C -2.519 -1.969 1.146 -0.496
H 0.563 2.884 0.250 0.450
H 2.545 -0.592 -0.744 0.349
H 2.528 2.369 -0.909 0.316
H -1.467 -2.149 0.979 0.397
H 1.319 0.736 2.152 0.348
H -4.392 -2.396 0.541 0.295
H -2.842 -1.566 2.097 0.430
H 3.026 1.389 0.456 0.359
H 0.280 -2.016 -1.624 0.347
H 0.073 1.836 2.360 0.352
H 2.339 0.418 -2.153 0.375
H -1.171 -1.005 -1.846 0.294
H -3.146 -2.960 -0.506 0.289
H 0.203 -0.881 -2.947 0.402
H 1.653 2.362 2.296 0.371
```

Gap between HOMO and LUMO   8.5 eV
ΔE to the lowest compared entry with this formula, charge and spin   0.0 kJ/mol
Max |F|   0.0183 Eh/bohr
Charge   +2

=====

Entry 10:
Computed, not measured: the molecule C7H15N, with ωB97M-V/def2-TZVPD.

Geometry as XYZ:
```
23
Properties=species:S:1:pos:R:3:mulliken_charge:R:1
N 2.289 1.487 2.034 -0.590
C -1.435 0.355 -0.612 -0.805
C 0.760 -0.746 -1.184 -1.854
C 0.667 1.295 0.300 -0.910
C -0.136 -0.918 1.147 -1.953
C 2.039 1.125 0.859 -0.171
C -2.357 -0.810 -0.953 -1.270
C -0.034 -0.027 -0.092 1.736
H -1.926 0.969 0.146 0.405
H -2.565 -1.416 -0.076 0.300
H -1.312 0.975 -1.504 0.375
H 1.738 -1.048 -0.817 0.446
H 0.847 -1.064 1.588 0.463
H 0.240 -1.645 -1.504 0.445
H 0.898 -0.102 -2.050 0.367
H 2.781 0.693 0.173 0.365
H 0.067 1.813 1.050 0.341
H 0.741 1.929 -0.588 0.476
H -0.775 -0.457 1.897 0.379
H -1.930 -1.446 -1.723 0.308
H -3.304 -0.424 -1.327 0.408
H -0.542 -1.893 0.891 0.478
H 3.250 1.354 2.344 0.262
```

Gap between HOMO and LUMO   10.6 eV
ΔE to the lowest compared entry with this formula, charge and spin   20.6 kJ/mol
Max |F|   0.0187 Eh/bohr
Charge   0

=====

Repeat the ninth record exactly.
Computed, not measured: a 2-piece molecular cluster, C7H15IN2 overall, with ωB97M-V/def2-TZVPD.

Geometry as XYZ:
```
25
Properties=species:S:1:pos:R:3:mulliken_charge:R:1
I -2.104 0.833 0.370 0.220
N 0.987 1.678 1.911 -0.310
N -3.393 -2.483 0.358 -0.122
C 0.533 0.019 -1.075 0.631
C 2.232 1.540 -0.272 -0.986
C -0.086 -1.030 -1.908 -1.414
C -0.054 0.858 -0.215 -0.499
C 0.887 1.850 0.408 0.198
C 2.006 0.276 -1.126 -0.594
C -2.519 -1.969 1.146 -0.496
H 0.563 2.884 0.250 0.450
H 2.545 -0.592 -0.744 0.349
H 2.528 2.369 -0.909 0.316
H -1.467 -2.149 0.979 0.397
H 1.319 0.736 2.152 0.348
H -4.392 -2.396 0.541 0.295
H -2.842 -1.566 2.097 0.430
H 3.026 1.389 0.456 0.359
H 0.280 -2.016 -1.624 0.347
H 0.073 1.836 2.360 0.352
H 2.339 0.418 -2.153 0.375
H -1.171 -1.005 -1.846 0.294
H -3.146 -2.960 -0.506 0.289
H 0.203 -0.881 -2.947 0.402
H 1.653 2.362 2.296 0.371
```

Gap between HOMO and LUMO   8.5 eV
ΔE to the lowest compared entry with this formula, charge and spin   0.0 kJ/mol
Max |F|   0.0183 Eh/bohr
Charge   +2

=====

> Which of these has the highest max |F|?

C7H15Cl2N2OP